{
  "formula": "C54H142N10O18",
  "method": "ωB97M-V/def2-TZVPD",
  "elements": ["H", "H", "H", "C", "C", "H", "H", "C", "H", "H", "C", "C", "H", "H", "H", "H", "H", "H", "H", "C", "C", "H", "O", "C", "H", "H", "H", "H", "O", "H", "H", "H", "H", "C", "H", "N", "C", "H", "H", "H", "H", "H", "H", "H", "H", "H", "O", "H", "O", "C", "C", "H", "H", "H", "O", "H", "C", "C", "C", "H", "N", "C", "H", "H", "N", "H", "C", "C", "C", "H", "O", "H", "H", "C", "H", "H", "O", "H", "H", "H", "H", "H", "H", "H", "H", "H", "H", "C", "C", "C", "H", "C", "C", "H", "C", "H", "H", "H", "H", "H", "C", "O", "C", "C", "H", "O", "C", "H", "H", "C", "C", "H", "H", "O", "N", "H", "H", "N", "H", "H", "C", "O", "H", "H", "C", "C", "H", "H", "O", "O", "H", "H", "C", "H", "H", "H", "H", "N", "C", "O", "H", "H", "H", "H", "H", "N", "H", "H", "H", "C", "C", "C", "C", "H", "H", "H", "H", "H", "H", "H", "H", "N", "H", "H", "N", "C", "H", "O", "H", "H", "H", "H", "C", "H", "H", "O", "H", "H", "H", "C", "C", "H", "H", "H", "H", "C", "H", "H", "H", "H", "H", "H", "H", "H", "H", "H", "H", "O", "C", "H", "C", "H", "H", "H", "H", "H", "H", "C", "C", "N", "C", "H", "H", "C", "H", "H", "H", "H", "H", "C", "C", "H", "H", "O"],
  "positions_angstrom": [[-7.914406, -2.204637, 1.828247], [0.851052, 4.299753, -3.407915], [-4.391848, 0.204622, 1.586978], [2.901217, 2.330603, 3.296557], [4.733539, 2.205597, -2.216069], [-1.472397, -4.724363, -1.329599], [-0.180290, -6.296914, 2.167732], [-1.266111, -6.148601, 2.184473], [1.029580, 3.814752, 4.254960], [4.345289, 0.052026, -6.659405], [-0.024796, 2.910987, -9.937344], [1.584909, -0.814171, 5.636079], [2.748780, -6.272332, 9.969113], [8.239740, 1.569604, -4.183801], [0.640192, 0.182705, 2.510013], [-9.351346, -2.538064, -0.274615], [-0.114391, 3.800683, -5.967253], [1.707204, 6.360911, 1.513994], [3.735150, 2.773036, -7.522565], [9.536152, 1.436094, -2.411230], [-0.459070, -8.521173, -1.637542], [-9.504945, -1.827921, -2.771743], [-0.964062, -8.489197, -0.312555], [-8.727997, -1.090222, -2.539202], [-1.532758, -5.600088, 1.283324], [0.175897, 1.826735, 2.006573], [-3.844161, 3.161537, 1.447428], [-7.631043, -2.555471, -0.673058], [-1.234753, 1.609858, -5.359810], [-6.365803, -0.620820, 2.976960], [-7.048044, 0.027858, 0.187529], [3.108092, 3.554767, -0.463217], [3.078900, -2.429764, -3.273692], [1.497244, 4.240369, 3.359907], [-1.929200, -2.847479, 2.804982], [-6.773539, -0.653336, 0.886865], [0.531198, 1.551350, -2.378121], [-1.893937, 2.449447, 8.209660], [-7.291138, 0.711408, 2.344650], [0.687867, 1.567398, -3.466423], [1.239613, -3.742891, 2.427105], [1.316273, -6.774459, 10.892390], [-1.521701, 1.782359, 3.761554], [7.232468, 2.009161, -1.465548], [0.445411, 2.444168, -6.958671], [0.607566, -8.760207, -1.537407], [-2.901571, 1.898560, 6.414642], [-0.667830, 5.647342, 4.242267], [-5.380660, 1.859011, 0.968554], [-5.194749, 0.863986, 1.941923], [-1.022347, 3.756615, -9.149654], [-0.951101, 4.992096, -7.563994], [-3.116989, -2.322702, 4.059574], [0.186346, 6.204956, 0.754657], [-8.543961, -0.813107, -1.189842], [-1.014093, 6.408397, 2.783779], [-0.403600, -4.780926, -1.570001], [0.726838, -1.190514, -7.408913], [4.014694, 3.042132, -0.114840], [1.561505, -7.356869, 9.304290], [1.412108, -2.734190, 7.153226], [3.137417, 1.624777, -5.627839], [0.104564, -2.564559, 1.777793], [3.667671, 2.748449, 3.949959], [1.340866, 0.629247, -0.143292], [1.611070, 0.726568, -10.328049], [-1.674956, 2.442746, -6.414740], [0.953180, 5.611597, 1.260753], [-2.997040, -2.788789, 3.069373], [-2.907402, -4.534365, 4.792242], [4.978359, 3.087515, -1.141049], [1.555797, -0.563911, 4.570208], [0.149965, -6.205465, 4.281348], [0.538020, 0.697261, -10.558376], [3.870198, 2.299005, -5.185791], [-0.908711, -9.304937, -2.253704], [-3.175728, 6.871382, -2.843339], [0.364877, 1.026093, -11.589840], [2.148513, 1.730901, 3.804766], [-0.070936, -4.249872, 6.690738], [-8.926100, -0.182123, -3.104548], [-1.634779, -7.173655, 2.130674], [10.971703, 2.464651, 0.388033], [-4.923612, 1.317141, 2.905319], [-7.805297, -1.522642, -2.956911], [-1.110145, 4.544756, 8.780572], [4.497725, 1.203934, -1.841506], [0.253936, 3.880391, -2.599644], [2.626777, -2.279275, -4.255812], [-1.565205, 5.028121, 7.909281], [-1.125602, -7.038210, 4.647577], [-6.436557, 0.048909, 2.118316], [1.663037, -6.441774, 9.913359], [-0.242061, -4.487790, -2.610018], [-0.669049, -7.122569, -2.197794], [0.150623, -0.304592, -10.373142], [-2.686460, 0.365261, 3.913839], [0.524478, 1.913448, 7.226248], [-0.744942, 3.561183, -2.920985], [5.746026, 1.458943, -3.970980], [-1.685865, 0.699235, 3.660264], [9.795965, 2.317856, -1.328020], [8.315199, 1.902112, -3.144599], [1.257927, 0.450255, -1.600908], [-3.511254, 0.754809, 8.037598], [0.991101, -5.345649, 9.413841], [-0.713602, -9.626703, 0.455782], [-0.559867, 1.433162, -2.256766], [-3.326437, 5.115981, 6.099718], [0.028924, 0.374758, 0.440055], [-3.228189, 5.580163, -2.227656], [2.596124, -0.732032, 6.049578], [1.512140, 1.630765, -0.039542], [2.195693, 3.326361, 2.532641], [4.344127, 1.966805, -7.676363], [-0.918122, -9.407770, 1.506577], [1.501286, -2.941173, 5.045695], [0.070553, -6.155982, -1.377895], [-2.488454, 5.356105, -1.453810], [3.905267, 2.594500, -2.820993], [1.076769, 1.346858, 6.476481], [0.480685, -4.229848, 0.604752], [-3.406683, -2.034812, 2.391557], [0.709573, -1.439194, -8.474003], [3.706805, 0.913629, -6.869233], [2.523164, 0.301412, -7.628668], [-0.814755, 3.627844, 6.408902], [-3.465591, 3.193696, 7.800699], [1.959851, -0.737854, -6.903130], [1.457617, -1.484586, -4.085418], [-1.727716, -6.865512, -2.062110], [1.155909, -2.009862, 7.815906], [-8.458038, -1.907929, -0.335314], [10.381364, 1.240405, -3.080143], [-0.013455, 4.644317, -1.864382], [-0.889302, -4.393392, 3.403198], [-2.181217, 1.910858, -7.222926], [-2.449371, 4.776788, 5.719449], [-4.275251, 2.626932, 0.594089], [-3.473880, -4.077753, 2.883545], [2.849051, 0.029692, -8.649226], [4.468865, 3.616119, 0.691161], [2.226094, 2.198904, -5.819353], [-2.519245, 5.452013, 8.223447], [-3.527598, -5.881161, 3.802719], [-0.810591, -6.073125, 4.589491], [-2.864672, 0.281369, -5.606169], [-0.147592, -3.656459, 8.352816], [10.283978, 0.811974, -0.009563], [1.335534, -5.040850, 8.067106], [1.127920, -2.257288, 5.818895], [0.431880, -3.815473, -0.746929], [0.409465, 4.928926, 2.511919], [-0.367570, 3.032384, -10.974642], [0.001725, -6.340855, -0.385489], [-3.231662, 7.530411, -2.142783], [3.732014, 2.024189, 0.173053], [3.324295, -1.865760, -4.981239], [-3.525411, 2.017656, 0.078865], [-8.751382, -0.728537, 1.393037], [-0.070332, -0.464711, -7.208140], [-0.408844, 4.193370, -7.870395], [1.352154, 4.874458, 0.565616], [-4.593740, 3.392020, -0.114208], [7.088757, 1.626661, -2.391007], [-0.070339, 0.762168, 1.905931], [-0.286705, 4.139363, 2.188368], [-1.355512, 0.394077, 2.328496], [2.793261, 0.897257, -4.886049], [8.381070, 2.989562, -3.323647], [6.094601, 3.117643, -3.562579], [9.356469, 0.447585, -1.970072], [-7.995372, -1.458634, 1.040459], [1.749102, -2.619312, 1.166261], [-2.326717, 3.268326, -6.098513], [0.883435, 2.830897, -1.899200], [-0.843537, 0.785297, -0.088830], [2.116872, 1.396888, 6.836264], [0.076302, -2.301860, 5.480509], [-2.293241, 0.826576, -4.847776], [0.528706, -3.878969, 7.520766], [-0.979033, 0.296928, 4.401392], [2.236015, 4.971087, 3.710010], [0.101579, -2.792545, -0.968181], [-2.665652, 4.225246, 4.896230], [-2.502597, 2.851766, 7.393670], [2.415709, -4.931066, 7.942450], [-1.329079, -10.511908, 0.259613], [-2.931702, 4.947248, -3.066431], [-1.890904, 0.023209, -4.226267], [3.390575, 1.670825, 2.581172], [0.981017, 3.325776, -9.857893], [4.129864, 1.844537, -8.670023], [1.040380, 1.883736, 5.521892], [1.837605, 1.129081, -7.886041], [-1.984752, 3.296317, -8.905904], [-0.356027, -7.013278, -3.233802], [0.685507, 0.020259, 6.328665], [-0.359235, 3.162303, -6.819404], [0.724197, -0.468017, -1.848551], [5.934185, 2.120301, -3.122389], [1.169784, -1.294509, -4.983938], [1.035177, -5.937247, 7.502534], [-0.856731, 5.831736, 7.708521], [0.356106, -9.860741, 0.382213], [0.500602, -2.113105, -6.867720], [2.277934, 0.297623, -1.955506], [0.920599, -3.245897, 1.510571], [10.690280, 1.756561, -0.383827], [-0.354067, 5.863436, 3.309084], [-2.887995, -5.000182, 3.800882], [-3.674863, -0.018063, 6.466972], [-1.274419, 4.664124, -9.700514], [-1.438547, -5.331367, 3.475359], [-4.239197, 5.386934, -1.869064], [-0.208892, -0.693278, 0.359283], [2.382297, -3.315462, -4.522869], [1.476807, -3.800606, -1.083247], [-2.976238, 1.407496, -4.222472], [-1.767919, 4.026772, 6.764192], [-3.763882, 0.936908, 6.993085], [-4.805185, 1.219704, 6.804647], [11.599330, 1.501501, -0.946787], [-0.129515, 1.529304, -9.648416]],
  "forces_ev_per_a": [[0.184, -0.440, -0.442], [0.023, -0.136, -0.125], [0.149, -0.050, 0.319], [-0.627, 0.157, -1.132], [-0.424, 0.056, -0.308], [-0.102, 0.359, 0.008], [0.062, 0.063, -0.583], [1.167, 0.564, -0.087], [0.013, -0.482, -0.123], [0.513, 0.482, 0.330], [-1.680, -0.004, -1.172], [0.016, -0.671, -0.261], [-0.052, 0.147, 0.122], [0.048, -0.828, 0.247], [0.361, 0.126, -0.117], [-0.277, 0.327, -0.145], [0.293, -0.597, 0.430], [0.246, -0.256, 0.116], [0.474, 0.245, 0.340], [-0.048, -0.924, 0.510], [0.576, 0.142, 0.339], [-0.265, 0.139, 0.386], [-0.974, 0.075, -0.103], [0.722, -0.825, -0.925], [-0.143, -0.068, 0.034], [-0.310, 0.111, 0.290], [0.229, -0.187, 0.089], [-0.209, -0.156, -0.319], [-1.040, -0.419, -0.249], [0.332, -0.233, -0.196], [0.495, 0.178, -0.012], [-0.075, -0.075, 0.226], [0.224, 0.570, -0.021], [0.172, 1.010, -0.679], [-0.028, 0.754, 0.386], [0.085, -1.109, 0.131], [-0.524, 0.264, -0.220], [-0.002, -0.400, -0.132], [0.207, 0.227, 0.341], [0.274, -0.689, 0.138], [0.031, -0.136, -0.043], [-0.237, 0.688, 0.104], [-0.753, 0.115, 0.338], [-0.592, 0.367, -0.041], [-0.103, -0.001, -0.315], [0.131, 0.133, -0.379], [0.885, -0.301, 0.299], [-0.147, -0.385, -0.166], [-1.264, 0.327, -0.356], [1.041, -0.062, 0.081], [0.829, 0.269, 1.507], [0.144, -0.070, 0.389], [-0.027, -0.676, 0.259], [-0.266, -0.319, -0.007], [-0.873, 1.011, 0.532], [-0.137, -0.064, 0.065], [0.798, -0.567, 0.183], [-0.611, -0.335, 0.346], [-0.160, 0.662, -0.495], [-0.203, 0.275, -0.356], [-1.360, -0.485, 0.364], [0.108, -0.883, 0.621], [-0.069, 0.054, -0.057], [-0.188, 0.154, 0.245], [-0.998, 0.663, -0.461], [0.006, -0.177, -0.384], [1.497, 1.153, -0.251], [0.060, 0.297, 0.230], [1.547, 0.988, -0.600], [-0.076, -0.201, 0.188], [0.737, -0.466, -0.307], [0.303, 0.058, -0.059], [0.155, 0.160, 0.337], [0.269, 0.258, 0.368], [0.066, -0.119, 0.065], [-0.302, 0.050, 0.040], [0.286, 0.118, 0.883], [-0.006, -0.202, 0.005], [0.251, -0.041, 0.465], [0.049, 0.278, -0.196], [-0.114, 0.164, 0.336], [-0.716, 0.205, 0.498], [-0.433, 0.098, 0.071], [0.187, 0.011, -0.016], [0.013, 0.034, 0.011], [-0.285, -0.179, 0.045], [-0.157, -0.024, 0.071], [-0.996, -0.063, 0.988], [-0.227, -0.815, 0.758], [0.971, -0.308, 0.544], [-0.530, 0.146, -0.100], [-1.255, 0.554, -0.676], [1.017, -1.346, -0.066], [-0.233, -0.034, -0.104], [-0.009, 0.428, 1.507], [0.128, -0.004, -0.306], [-0.105, 0.183, -0.270], [-0.580, -0.525, -0.077], [0.196, -0.167, -0.603], [-0.170, -0.152, 0.114], [1.459, 1.006, 0.181], [-0.056, 0.454, 0.011], [-0.561, 1.011, -0.152], [0.487, -0.204, -0.455], [-0.311, 0.097, 0.105], [-0.484, 0.953, 0.254], [0.596, -0.150, 0.615], [0.066, -0.033, 0.069], [-0.038, 0.075, -0.149], [-0.611, -0.851, 0.290], [0.227, 0.012, -1.137], [0.096, 0.287, -0.156], [0.195, -0.089, 0.289], [0.135, -0.687, 0.616], [-0.745, 0.272, -0.524], [0.036, 0.354, -0.086], [0.983, 0.207, 0.268], [0.527, 0.554, -0.487], [-0.020, 0.580, 0.207], [-0.299, -0.224, 0.141], [1.331, 0.516, -0.154], [-0.373, 0.430, 0.027], [-0.429, -0.627, -0.333], [0.398, 0.153, -0.026], [-1.573, 0.368, -0.203], [0.548, 1.431, -1.030], [0.063, 0.307, -0.242], [0.261, 0.410, 0.497], [-0.107, -0.283, -0.255], [0.266, -0.236, -0.287], [-0.298, -0.360, -0.589], [0.241, 0.284, -0.260], [1.572, -1.685, 0.464], [0.322, 0.704, 0.019], [0.573, 0.288, -0.058], [0.071, -0.064, -0.164], [0.181, -0.353, 0.041], [-0.010, -0.310, -0.266], [0.254, -0.007, 0.011], [-0.954, -0.592, 0.170], [0.206, -0.772, 0.270], [-0.322, -0.230, 0.279], [0.219, 0.093, -0.542], [-0.018, 0.037, -0.061], [0.065, -0.120, -0.039], [0.409, 0.239, 0.108], [-0.005, 0.402, -0.357], [-0.141, 0.454, -0.255], [-0.022, 0.141, 0.418], [-0.326, -1.711, -0.399], [-0.674, 0.339, -1.051], [0.742, -0.042, -0.492], [-0.622, -0.471, 0.158], [0.413, -0.033, -0.267], [-0.150, -0.435, -0.068], [-0.021, 0.075, -0.160], [0.274, -0.025, 0.113], [0.058, 0.103, 0.099], [0.226, -0.047, 0.252], [-0.339, -0.395, 0.217], [0.062, 0.065, -0.088], [-0.438, -0.551, -0.744], [0.091, 0.080, -0.007], [-0.302, -0.105, 0.005], [0.836, -0.511, -0.926], [0.331, -0.518, -0.107], [0.350, -0.348, -0.238], [-0.917, -0.469, -0.330], [0.338, -0.009, 0.133], [0.341, 0.122, 0.314], [0.170, 0.113, 0.097], [-0.352, -0.136, -0.094], [-0.686, 2.326, -0.061], [0.094, -0.202, -0.347], [-0.386, -0.339, 0.374], [0.479, 0.292, 0.367], [0.244, 0.685, -0.035], [0.046, -0.008, -0.181], [-0.362, 0.326, 0.800], [0.028, -0.706, 0.558], [0.885, -0.162, 0.781], [-0.037, -0.480, -0.189], [-0.196, 0.275, 0.140], [-0.452, 0.066, 0.747], [-0.006, -0.192, 0.145], [-1.353, 0.283, -0.864], [0.022, 0.329, 0.117], [0.040, 0.093, -0.648], [-0.519, -0.484, 0.222], [0.328, 0.270, 0.129], [0.046, 0.091, -0.089], [0.151, -0.130, 0.274], [0.564, -0.605, 0.032], [-0.138, 0.049, 0.081], [-0.419, -0.228, 0.590], [0.106, -0.614, -0.672], [-0.092, -0.181, -0.102], [-0.873, -0.340, 0.815], [-0.649, 1.299, 0.092], [0.105, -0.154, 0.175], [0.321, 0.460, 0.807], [-0.087, 0.321, 0.067], [0.279, -0.043, -0.175], [-0.264, 0.090, -0.538], [-0.084, -0.380, 0.029], [-0.080, 0.038, -0.043], [-0.019, 0.226, -0.242], [-0.226, 0.267, 0.346], [0.418, -0.518, -1.422], [0.813, 0.962, 0.198], [-0.009, 0.712, 0.244], [0.411, 0.083, -0.056], [0.283, -0.052, -0.198], [-0.652, -1.525, -0.220], [0.048, -0.327, -0.009], [0.420, -0.116, 0.149], [-0.169, 0.125, -0.475], [-0.034, -0.280, -0.387], [-0.076, 0.156, -0.120], [-0.057, 0.468, 0.803], [-0.125, -0.450, -0.852], [-0.057, 0.256, 0.642], [0.218, -0.085, 0.335], [-0.352, 0.478, 0.775]],
  "total_energy_ha": -4044.03086,
  "total_charge": 0,
  "homo_lumo_gap_ev": 8.74,
  "homo_ev": -8.3
}